[1]
Computed, not measured: a 2-piece molecular cluster, C2H6IN3 overall in a non-equilibrium geometry, with ωB97M-V/def2-TZVPD.

charge: +2
frontier orbital gap (alpha / beta): 5.85 / 6.84 eV

Element x y z (Å)
1 C -0.475 1.131 0.244
2 C 0.560 -1.012 -0.448
3 N -1.129 1.783 1.118
4 N 1.116 -0.995 -1.573
5 N -0.172 -0.152 0.289
6 I 0.969 -4.229 1.063
7 H -0.179 1.784 -0.691
8 H -1.381 2.718 0.988
9 H -1.686 1.453 2.049
10 H 1.427 -0.111 -2.226
11 H 1.665 -1.805 -1.849
12 H -0.716 -0.564 1.036

Atomic partial charges in e from the Mulliken method, atoms 1 to 6: C 0.248; C 0.238; N -0.260; N -0.269; N -0.136; I 0.365

---

[2]
Computed, not measured: an isolated ion of composition C2H6IN3 and charge +2 in a non-equilibrium geometry, with ωB97M-V/def2-TZVPD.

charge: +2
SMILES string: NC(=[NH2+])/[NH+]=C/I
frontier orbital gap: 9.15 eV

Element x y z (Å)
1 N 1.249 1.159 -0.085
2 C 0.673 0.066 0.180
3 N 1.233 -1.063 0.355
4 N -0.838 -0.060 0.359
5 C -1.784 -0.055 -0.576
6 I -3.703 -0.184 -0.057
7 H 2.181 1.141 -0.521
8 H 0.723 2.121 -0.038
9 H 2.224 -1.142 0.056
10 H 0.813 -1.842 0.719
11 H -1.339 -0.289 1.194
12 H -1.431 0.148 -1.586

Atomic partial charges in e from the Mulliken method, atoms 1 to 6: N -0.319; C 0.611; N -0.254; N -0.202; C -0.065; I 0.492

---

Per-record relative energy (zero: lowest compared OMol25 entry of this formula, charge and spin), eV: 4.1906, 1.5699